# 1
Density functional theory data (ωB97M-V/def2-TZVPD) for an isolated molecule of C4H3NO2 at a distorted geometry.

**2S+1**: 1
**Electronic energy**: -359.3107 hartree
**Lowest unoccupied orbital energy (spin up / spin down)**: -0.0659 / -0.0659 Ha
**Net charge**: 0
**Frontier orbital gap (spin up / spin down)**: 7.69 / 7.69 eV
**Strongest force on any atom**: 0.038 Eh/bohr
**HOMO (spin up / spin down)**: -9.48 / -9.48 eV

Cartesian coordinates (Å):
1 O -2.65 0.49 -0.38
2 C -1.64 0.07 -0.86
3 C -0.46 -0.49 -0.02
4 N -0.10 -1.66 -0.31
5 O 1.86 -1.16 0.26
6 C 1.63 0.01 0.67
7 C 0.34 0.51 0.57
8 H -1.35 0.11 -1.92
9 H 2.42 0.64 1.12
10 H -0.04 1.47 0.88

Atomic partial charges in e from the natural (NBO) method, atoms 1 to 2:
1 O -0.444
2 C 0.452



# 2
Density functional theory data (ωB97M-V/def2-TZVPD) for an isolated molecule of C4H3NO2S at a distorted geometry.

**2S+1**: 1
**Electronic energy**: -757.5465 hartree
**Lowest unoccupied orbital energy**: -0.0350 Ha
**Net charge**: 0
**Frontier orbital gap**: 7.76 eV
**Strongest force on any atom**: 0.071 Eh/bohr
**HOMO**: -8.72 eV

Cartesian coordinates (Å):
1 O 2.11 -1.28 -0.07
2 C 0.98 -0.53 -0.12
3 C -0.20 -1.02 0.13
4 C -1.26 -0.07 0.01
5 S -2.89 -0.55 -0.22
6 C -0.96 1.36 0.07
7 N 0.24 1.77 -0.07
8 O 1.26 0.76 -0.32
9 H 2.81 -0.61 -0.32
10 H -0.51 -2.05 0.45
11 H -1.59 2.23 0.46

Atomic partial charges in e from the natural (NBO) method, atoms 1 to 2:
1 O -0.630
2 C 0.648